1.
Molecular formula: C24H29BN13OS3Tl
Method: DFT, ωB97M-V with the def2-TZVPD basis set

```
72
C24H29BN13OS3Tl | OMol25 | ωB97M-V with the def2-TZVPD basis set
Tl -0.066 -0.416 -1.196
C -3.744 -1.387 1.097
C -3.192 -1.045 -0.174
N -2.654 0.209 -0.149
N -2.864 0.733 1.115
C -3.560 -0.175 1.862
B -2.606 2.259 1.445
N -1.194 2.721 0.962
C -0.851 4.028 0.640
C 0.435 4.002 0.180
C 0.853 2.640 0.245
N -0.171 1.898 0.711
N -2.704 2.392 3.077
C -2.047 3.149 4.002
C -2.693 3.043 5.272
C -3.883 2.363 4.952
N -3.873 1.915 3.695
N -3.699 3.248 0.913
C -4.820 3.123 0.068
C -5.453 4.379 -0.013
C -4.719 5.194 0.883
N -3.628 4.552 1.330
H -4.397 -2.261 1.205
H -3.012 -1.684 -1.017
H -3.998 0.109 2.769
H -1.511 4.827 1.041
H 1.105 4.828 -0.109
H 1.791 2.208 -0.076
H -1.167 3.770 3.748
H -2.263 3.284 6.272
H -4.812 2.208 5.467
H -5.207 2.124 -0.234
H -6.325 4.643 -0.627
H -4.905 6.212 1.332
S -1.345 -1.714 -3.558
C -0.045 -1.037 -4.361
S 1.120 0.014 -3.794
C 0.024 -1.351 -5.756
C 1.099 -1.096 -6.650
N 2.026 -1.021 -7.391
C -1.064 -1.947 -6.446
N -1.891 -2.505 -7.062
C 0.920 -5.235 0.808
C 0.214 -4.638 -0.370
O 1.034 -3.685 -1.194
C 1.058 -4.063 -2.583
C 2.044 -5.177 -2.900
H 0.205 -5.903 1.353
H 1.334 -4.372 1.356
H 1.752 -5.910 0.541
H -0.685 -4.077 -0.064
H -0.133 -5.347 -1.118
H 1.246 -3.178 -3.171
H 0.071 -4.408 -2.836
H 1.727 -5.730 -3.730
H 2.051 -5.789 -2.015
H 3.046 -4.875 -3.154
C 6.965 1.555 1.035
C 5.624 1.866 1.775
C 4.697 0.735 1.398
N 3.512 0.934 0.905
N 2.911 -0.182 0.431
C 3.716 -1.225 0.472
N 3.500 -2.433 -0.045
S 5.319 -0.887 1.205
H 7.669 2.419 1.143
H 6.780 1.542 -0.068
H 7.526 0.690 1.491
H 5.096 2.753 1.421
H 5.778 1.883 2.820
H 2.761 -2.596 -0.721
H 4.172 -3.099 0.145
```

Output
HOMO-LUMO gap (alpha / beta): 4.92 / 3.82 eV
HOMO energy (alpha / beta): -10.74 / -10.73 eV
net charge: +1
spin multiplicity: 2
ΔE to the lowest compared entry with this formula, charge and spin: 0.0 kcal per mole


2.
Molecular formula: C24H29BN13OS3Tl
Method: DFT, ωB97M-V with the def2-TZVPD basis set

```
72
C24H29BN13OS3Tl | OMol25 | ωB97M-V with the def2-TZVPD basis set
Tl 10.224 11.796 12.863
C 12.745 12.421 8.490
C 11.619 12.990 7.811
N 10.476 12.259 8.106
N 10.923 11.150 8.788
C 12.238 11.311 9.111
B 10.047 9.850 8.759
N 10.717 8.850 9.740
C 10.910 7.445 9.654
C 11.492 7.043 10.884
C 11.492 8.179 11.721
N 11.064 9.268 11.096
N 8.637 10.174 9.287
C 7.401 9.584 9.045
C 6.464 10.073 9.972
C 7.315 10.849 10.870
N 8.568 10.976 10.463
N 9.998 9.324 7.306
C 9.543 10.087 6.232
C 9.245 9.247 5.185
C 9.536 7.967 5.610
N 10.068 8.010 6.926
H 13.766 12.764 8.437
H 11.642 13.932 7.305
H 12.676 10.616 9.809
H 10.799 6.888 8.735
H 11.928 5.993 11.072
H 11.780 8.197 12.800
H 7.413 8.869 8.262
H 5.423 9.879 10.085
H 6.959 11.367 11.701
H 9.537 11.095 6.392
H 8.914 9.558 4.180
H 9.426 7.053 5.000
S 9.554 12.162 15.646
C 10.945 11.232 15.911
S 11.474 9.971 14.858
C 11.808 11.432 16.996
C 12.115 12.725 17.498
N 12.327 13.699 18.073
C 12.802 10.464 17.313
N 13.651 9.789 17.759
C 9.921 16.021 9.580
C 11.341 16.372 8.972
O 12.458 15.828 9.703
C 13.411 16.831 10.031
C 14.686 16.148 10.671
H 9.240 16.825 9.226
H 9.880 16.034 10.722
H 9.699 15.050 9.226
H 11.459 17.437 8.793
H 11.252 15.877 7.943
H 12.874 17.575 10.693
H 13.728 17.395 9.118
H 14.405 15.761 11.681
H 15.399 16.942 10.902
H 15.093 15.462 9.923
C 9.016 16.298 16.594
C 9.632 16.389 15.229
C 8.774 15.737 14.180
N 9.153 15.726 12.917
N 8.452 14.790 12.178
C 7.324 14.432 12.728
N 6.219 13.978 12.067
S 7.204 15.020 14.422
H 7.964 16.603 16.650
H 9.590 16.859 17.287
H 9.079 15.266 16.894
H 10.600 15.807 15.128
H 9.770 17.428 14.838
H 6.433 13.762 11.064
H 5.606 13.314 12.442
```

Output
HOMO-LUMO gap (alpha / beta): 4.09 / 3.89 eV
HOMO energy (alpha / beta): -11.08 / -11.10 eV
net charge: +1
spin multiplicity: 2
ΔE to the lowest compared entry with this formula, charge and spin: 32.6 kcal per mole


3.
Molecular formula: C24H29Cl2N4O10Rb
Method: DFT, ωB97M-V with the def2-TZVPD basis set

```
70
C24H29Cl2N4O10Rb | OMol25 | ωB97M-V with the def2-TZVPD basis set
Rb -0.283 -0.806 0.429
C 3.802 3.916 0.972
O 3.775 2.559 0.544
C 2.629 1.820 0.703
O 2.692 0.623 0.529
N 1.549 2.538 1.083
N 0.314 1.883 1.244
H 4.850 4.214 0.952
H 3.418 4.011 1.990
H 3.230 4.567 0.307
H 1.492 3.521 0.825
H -0.387 2.478 0.807
H 0.114 1.817 2.239
O -0.091 -1.275 -3.010
C 0.291 -2.596 -3.323
C 1.792 -2.654 -3.585
C 2.622 -2.340 -2.337
C 2.360 -3.266 -1.177
C 2.479 -4.652 -1.268
C 2.268 -5.421 -0.134
C 1.927 -4.795 1.055
C 1.790 -3.415 1.044
N 2.009 -2.675 -0.036
H -0.858 -1.350 -2.401
H -0.230 -2.943 -4.228
H 0.018 -3.273 -2.507
H 2.029 -1.911 -4.352
H 2.049 -3.640 -3.985
H 2.391 -1.333 -1.995
H 3.687 -2.373 -2.589
H 2.732 -5.124 -2.210
H 2.362 -6.500 -0.180
H 1.761 -5.358 1.964
H 1.481 -2.874 1.931
C -4.750 0.031 -1.473
C -3.603 -0.430 -0.577
C -4.064 -0.502 0.881
O -2.487 0.455 -0.701
C -3.169 -1.880 -1.017
O -4.092 -2.699 -1.125
O -1.938 -2.071 -1.205
H -5.199 0.952 -1.087
H -5.506 -0.750 -1.518
H -4.377 0.218 -2.482
H -4.511 0.448 1.194
H -3.215 -0.722 1.533
H -4.802 -1.296 0.990
H -2.775 1.327 -0.406
Cl 1.447 5.406 -3.299
C 0.028 4.621 -2.584
Cl -1.454 5.399 -3.180
C 0.043 4.577 -0.998
O 1.022 5.092 -0.433
O -0.938 3.973 -0.539
H 0.012 3.596 -2.939
O -0.703 -2.501 2.957
C -0.463 -1.611 3.769
N -0.364 -0.291 3.513
C -0.041 0.382 4.645
O 0.154 1.584 4.758
C 0.054 -0.610 5.797
C 0.316 -0.458 7.141
C 0.302 -1.604 7.938
C 0.026 -2.850 7.390
C -0.237 -2.992 6.027
C -0.217 -1.854 5.250
H 0.524 0.518 7.563
H 0.499 -1.526 9.002
H 0.016 -3.721 8.036
H -0.460 -3.958 5.590
```

Output
HOMO-LUMO gap: 7.69 eV
HOMO energy: -3.77 eV
net charge: -2
spin multiplicity: 1
ΔE to the lowest compared entry with this formula, charge and spin: 8.3 kcal per mole


4.
Molecular formula: C24H29Cl2N4O4PtS
Method: DFT, ωB97M-V with the def2-TZVPD basis set

```
65
C24H29Cl2N4O4PtS | OMol25 | ωB97M-V with the def2-TZVPD basis set
Pt -1.095 -0.145 0.814
O -2.876 -0.615 -1.776
S -2.179 -1.497 -0.849
O -0.931 -2.141 -1.668
O -2.938 -2.668 -0.435
O 0.317 0.131 -0.660
Cl -0.505 0.606 6.366
C 1.013 1.016 5.592
Cl 1.312 -0.010 4.124
H 1.851 0.792 6.245
H 0.991 2.034 5.208
C 0.661 0.486 -3.296
C 1.790 0.680 -2.322
C 3.017 1.108 -2.768
C 4.080 1.362 -1.883
C 5.402 1.866 -2.401
C 3.873 1.171 -0.549
C 2.630 0.716 0.021
C 1.547 0.463 -0.935
N 2.424 0.495 1.309
C 3.430 0.872 2.305
C 3.390 2.394 2.565
C 4.897 0.429 2.012
C 3.305 -0.006 3.541
H 0.951 0.852 -4.282
H -0.236 1.013 -2.969
H 0.377 -0.561 -3.408
H 3.161 1.270 -3.832
H 5.519 1.642 -3.462
H 6.237 1.410 -1.867
H 5.489 2.949 -2.283
H 4.699 1.367 0.111
H -0.228 -1.467 -1.579
H 3.572 2.974 1.660
H 4.155 2.654 3.302
H 2.416 2.691 2.954
H 4.898 -0.414 1.324
H 5.372 0.090 2.940
H 5.506 1.241 1.617
H 0.925 1.206 3.350
H 3.637 0.611 4.403
H 1.725 -1.062 5.131
C -2.014 0.336 2.553
C -0.117 -2.500 3.246
N -1.254 -2.710 3.064
C -2.600 -2.811 2.815
C -3.357 -1.849 2.265
C -2.938 -0.476 1.901
C -4.756 -2.274 2.057
C -5.701 -1.956 1.168
C -5.769 -0.977 0.062
C -6.226 -1.416 -1.178
C -6.354 -0.476 -2.177
N -6.069 0.812 -1.994
C -5.625 1.123 -0.786
N -5.484 0.310 0.255
H -2.160 1.380 2.799
H -0.233 0.828 1.698
H -3.030 -3.770 3.065
H -3.734 0.058 1.389
H -5.025 -3.104 2.704
H -6.572 -2.605 1.190
H -6.451 -2.459 -1.353
H -6.701 -0.759 -3.165
H -5.358 2.161 -0.619
```

Output
HOMO-LUMO gap (alpha / beta): 6.49 / 6.98 eV
HOMO energy (alpha / beta): -4.15 / -5.09 eV
net charge: -1
spin multiplicity: 3
ΔE to the lowest compared entry with this formula, charge and spin: 321.2 kcal per mole


5.
Molecular formula: C24H29ClN2O2
Method: DFT, ωB97M-V with the def2-TZVPD basis set

```
58
C24H29ClN2O2 | OMol25 | ωB97M-V with the def2-TZVPD basis set
C 1.895 2.028 -1.643
C 3.020 1.167 -1.058
C 3.027 -0.092 -0.910
N 4.056 -0.594 -0.233
C 4.770 0.361 -0.076
C 5.902 0.596 0.788
C 6.409 1.815 1.037
C 5.812 3.076 0.223
C 4.577 2.960 -0.407
C 4.107 1.620 -0.463
H 4.070 4.002 -0.693
H 6.181 4.124 0.364
H 7.462 1.888 1.267
Cl 6.783 -0.628 1.414
H 4.183 -1.518 -0.032
C 1.817 -1.265 -1.162
N 1.521 -2.164 -0.063
C 0.671 -1.283 0.919
C -0.632 -0.850 0.334
H -1.281 -0.391 1.324
H -0.777 -0.292 -0.554
C -1.617 -2.139 0.171
C -0.624 -2.942 -0.890
C 0.748 -3.196 -0.248
H 1.401 -3.621 -1.405
H 0.886 -3.818 0.487
H -1.060 -4.217 -1.143
H -0.529 -2.372 -1.936
C -2.892 -1.939 -0.611
C -3.667 -0.885 0.001
H -3.745 -0.880 0.965
O -3.210 0.407 -0.500
C -3.774 1.575 0.136
C -4.992 1.394 0.853
C -5.553 2.650 1.317
C -4.883 4.128 1.044
C -3.735 3.946 0.079
C -3.206 2.778 0.076
H -2.319 2.796 -0.762
H -3.403 5.006 0.101
H -5.281 4.773 1.512
H -6.565 2.765 2.140
H -5.556 0.551 1.158
H -4.766 -1.076 -0.454
H -3.496 -2.763 -0.877
H -2.428 -1.614 -1.742
C -1.753 -3.157 1.328
O -2.481 -4.342 1.081
H -2.066 -4.725 0.418
H -2.567 -2.369 2.011
H -0.889 -3.272 1.767
H 1.245 -0.236 0.951
H 0.903 -1.719 1.684
H 2.441 -2.011 -1.883
H 1.165 -0.831 -1.701
H 0.999 1.549 -1.766
H 1.530 2.788 -1.144
H 2.166 2.461 -2.592
```

Output
HOMO-LUMO gap: 8.28 eV
HOMO energy: -7.82 eV
spin multiplicity: 1
ΔE to the lowest compared entry with this formula, charge and spin: 462.1 kcal per mole


6.
Molecular formula: C24H29ClN4OS
Method: DFT, ωB97M-V with the def2-TZVPD basis set

```
60
C24H29ClN4OS | OMol25 | ωB97M-V with the def2-TZVPD basis set
C 0.611 2.568 -3.211
N 0.100 1.315 -2.736
C -0.157 0.995 -1.437
C -0.626 -0.286 -1.337
C -0.663 -0.804 -2.670
C -1.021 -2.035 -3.227
C -0.899 -2.203 -4.587
C -0.434 -1.171 -5.409
C -0.080 0.055 -4.890
C -0.196 0.233 -3.516
H 0.279 0.847 -5.529
H -0.349 -1.345 -6.470
H -1.163 -3.149 -5.034
H -1.381 -2.841 -2.604
C -0.966 -1.032 -0.080
N 0.115 -1.039 0.900
C 1.375 -1.450 0.610
N 1.547 -2.028 -0.613
C 2.696 -2.491 -1.246
C 2.665 -2.508 -2.643
C 3.750 -2.986 -3.350
C 4.880 -3.458 -2.702
C 4.897 -3.449 -1.318
C 3.821 -2.980 -0.587
H 3.855 -2.988 0.488
H 5.765 -3.822 -0.796
H 5.720 -3.826 -3.268
Cl 3.681 -2.990 -5.079
H 1.797 -2.148 -3.175
H 0.777 -1.915 -1.259
S 2.609 -1.235 1.695
C -0.190 -0.528 2.219
H -1.194 -0.862 2.494
C -0.076 0.997 2.295
H -0.762 1.464 1.586
C -0.372 1.550 3.694
N -1.648 2.245 3.748
C -2.789 1.348 3.661
C -4.078 2.171 3.645
O -4.195 2.974 4.793
C -3.085 3.834 4.901
C -1.774 3.050 4.953
H -0.937 3.749 5.001
H -1.764 2.422 5.861
H -3.228 4.407 5.819
H -3.060 4.518 4.040
H -4.952 1.517 3.636
H -4.084 2.805 2.745
H -2.728 0.775 2.735
H -2.815 0.646 4.514
H -0.322 0.736 4.438
H 0.394 2.282 3.959
H 0.943 1.259 2.006
H 0.525 -0.968 2.918
H -1.826 -0.562 0.405
H -1.253 -2.062 -0.332
H 0.025 1.708 -0.656
H 0.776 3.234 -2.367
H 1.559 2.420 -3.734
H -0.098 3.036 -3.899
```

Output
HOMO-LUMO gap: 8.48 eV
HOMO energy: -7.95 eV
SMILES: Cn1cc(CN(CCCN2CCOCC2)C(=S)Nc2cccc(Cl)c2)c2ccccc21
spin multiplicity: 1


7.
Molecular formula: C24H29IrN5O3
Method: DFT, ωB97M-V with the def2-TZVPD basis set

```
62
C24H29IrN5O3 | OMol25 | ωB97M-V with the def2-TZVPD basis set
N 0.656 1.904 -2.192
C 0.760 3.060 -2.107
C 0.868 4.499 -2.030
H -0.126 4.949 -2.081
H 1.464 4.873 -2.865
H 1.342 4.815 -1.097
N 2.365 -1.440 -2.578
C 3.341 -2.077 -2.659
C 4.556 -2.866 -2.761
H 5.209 -2.403 -3.514
H 4.299 -3.890 -3.069
H 5.095 -2.912 -1.800
N -1.391 -1.219 -2.188
C -2.401 -1.782 -2.104
C -3.674 -2.466 -2.029
H -3.648 -3.276 -1.296
H -3.923 -2.888 -3.005
H -4.460 -1.765 -1.740
Ir 0.972 -0.523 -1.424
C 0.801 -2.131 -0.492
O 0.621 -3.107 0.111
C 2.382 0.281 -0.495
O 3.216 0.839 0.083
C 1.128 1.037 -5.086
C -0.261 1.104 -4.959
C -1.024 -0.072 -4.960
C -0.395 -1.313 -5.086
C 1.000 -1.381 -5.206
C 1.760 -0.209 -5.207
H 1.728 1.950 -5.088
H -0.760 2.072 -4.861
H -2.111 -0.012 -4.862
H -0.984 -2.234 -5.087
H 1.488 -2.355 -5.302
H 2.848 -0.256 -5.304
C 1.005 -1.544 5.860
C 0.363 -0.170 5.949
N -0.536 0.173 4.828
C -1.943 0.271 5.159
C -2.246 1.505 6.003
C 0.058 0.371 3.625
O 1.287 0.286 3.516
C -0.720 0.664 2.383
C -1.858 1.454 2.199
C -2.270 1.655 0.879
C -1.545 1.130 -0.204
N -0.435 0.394 0.005
C -0.057 0.133 1.269
H 0.264 -2.350 5.799
H 1.626 -1.703 6.752
H 1.663 -1.596 4.986
H -0.251 -0.094 6.844
H 1.172 0.572 5.982
H -2.526 0.266 4.243
H -2.207 -0.630 5.735
H -1.970 2.426 5.466
H -3.322 1.530 6.215
H -1.705 1.471 6.957
H -2.394 1.911 3.041
H -3.156 2.248 0.664
H -1.857 1.304 -1.230
H 0.823 -0.481 1.415
```

Output
HOMO-LUMO gap (alpha / beta): 7.82 / 5.88 eV
HOMO energy (alpha / beta): -18.99 / -20.98 eV
net charge: +4
spin multiplicity: 6
ΔE to the lowest compared entry with this formula, charge and spin: 0.0 kcal per mole